(1)
47
Properties=species:S:1:pos:R:3:forces:R:3:lowdin_charge:R:1 method="wB97M-V/def2-TZVPD" total_charge=0 homo_lumo_gap_ev=10.215 smiles="CCCC(=O)NCN.O.O.O.O.O.O.O.O.O" relative_energy_kj_mol=34.58 homo_ev=-9.95
C -1.66288 -3.20441 -0.20329 -0.3 -0.4 0.4 -0.09
C -1.68712 -2.21789 0.97334 -0.1 -0.5 -1.2 -0.22
C -0.57416 -1.16796 0.80857 -0.8 -0.2 1.9 -0.11
C -0.80161 -0.22160 -0.32706 -0.1 -1.5 0.2 -0.44
O -0.07008 -0.32830 -1.33954 -0.3 1.0 -0.1 -0.06
N -1.86229 0.55914 -0.20680 -0.2 0.6 -0.6 0.13
C -2.33603 1.58026 -1.16650 -0.5 -0.7 -0.7 -0.25
N -1.65835 2.82050 -1.17111 -0.4 0.1 -0.2 0.06
H -1.92994 -2.77658 -1.16980 0.2 0.3 0.0 0.07
H -0.67669 -3.65594 -0.27487 0.1 0.0 -0.2 0.07
H -2.37525 -4.01640 -0.03429 0.0 0.0 0.0 0.07
H -1.52575 -2.79619 1.88009 0.1 0.2 0.2 0.11
H -2.68228 -1.78077 1.04386 0.0 0.2 0.1 0.10
H 0.37061 -1.68389 0.78501 0.3 0.0 -0.6 0.11
H -0.54964 -0.63693 1.76384 0.1 0.3 -0.1 0.10
H -2.40588 0.50624 0.64338 0.3 -0.1 0.4 0.10
H -2.38612 1.17434 -2.17734 0.9 -0.2 -0.1 0.12
H -3.41648 1.62987 -1.01332 0.1 0.6 0.7 0.12
H -1.71428 3.34411 -0.31461 0.1 0.1 0.1 0.07
H -0.73463 2.78909 -1.57845 0.1 0.1 0.2 0.05
O 2.29774 -0.31160 0.48491 0.3 0.7 0.5 -0.04
H 2.73432 -1.16965 0.46641 -0.1 -0.5 -0.5 0.03
H 1.61291 -0.25602 -0.18935 0.2 -0.5 -0.2 0.01
O -2.66605 0.77631 2.73008 0.3 0.2 0.2 -0.05
H -1.75993 0.77310 3.08070 0.1 -0.2 -0.1 0.02
H -3.05774 1.49810 3.23564 -0.2 0.0 -0.2 0.06
O 1.37402 -2.61288 -2.05174 0.0 0.1 -0.6 -0.07
H 0.82859 -1.80784 -2.03396 0.2 -0.2 0.5 0.00
H 1.32297 -2.82067 -2.99396 0.0 -0.2 0.1 0.05
O -0.20292 -1.45496 -3.90054 -0.6 0.5 0.0 -0.05
H -0.55276 -0.84678 -3.22691 0.5 0.0 0.0 0.02
H -1.01269 -1.73989 -4.32317 -0.1 -0.3 -0.4 0.05
O 0.17413 3.61258 1.91184 0.2 -0.4 -0.3 -0.06
H 1.10611 3.34085 1.92056 0.1 0.3 0.3 0.00
H -0.19183 2.90340 1.36748 -0.3 0.2 0.0 0.00
O 0.59058 0.69279 3.58973 -0.2 -0.1 -0.1 -0.05
H 1.04391 0.98276 2.79047 0.1 0.1 -0.2 0.00
H 1.10688 1.09609 4.29377 -0.1 0.0 0.1 0.05
O 3.24906 -3.05178 -0.24836 -0.1 0.0 -0.1 -0.08
H 2.41768 -3.54153 -0.22147 0.0 -0.1 0.4 0.03
H 3.16869 -2.76511 -1.17204 0.2 0.2 0.1 0.02
O 2.73627 2.18213 1.44303 -0.2 -0.4 0.0 -0.08
H 2.92951 1.22076 1.39069 -0.1 0.5 0.0 0.02
H 2.30626 2.30986 0.58532 0.1 0.1 -0.1 0.02
O 1.22850 2.06948 -1.65306 0.3 -1.0 0.0 -0.07
H 2.06904 1.79520 -2.04526 0.1 0.5 0.0 0.06
H 0.80258 1.18192 -1.59059 -0.2 0.6 0.0 0.00

---

(2)
45
Properties=species:S:1:pos:R:3:forces:R:3:lowdin_charge:R:1 method="wB97M-V/def2-TZVPD" total_charge=0 homo_lumo_gap_ev=8.788 smiles=CNC[C@H](C)NC.O.O.O.O.O.O.O.O relative_energy_kj_mol=498.88 homo_ev=-8.61
C -1.29816 -2.82158 1.69091 0.6 0.6 2.4 -0.15
N -0.05847 -3.33822 1.18899 1.3 -0.5 0.9 -0.14
C 1.19055 -2.84600 1.88097 -0.8 -1.1 -4.0 -0.15
C 1.88962 -1.75575 0.89867 -2.4 -0.1 2.4 -0.35
C 2.95880 -1.25764 1.77395 3.6 1.3 1.2 -0.13
N 1.05935 -0.49888 0.52517 0.4 -2.9 -3.3 -0.04
C 0.05004 -0.72516 -0.67542 2.2 0.1 1.6 -0.07
H -1.47094 -1.86567 1.21630 -1.1 0.1 0.0 0.03
H -1.28041 -2.65167 2.82688 0.3 -0.1 -1.4 0.11
H -2.03354 -3.58558 1.61335 -1.2 -0.2 -0.6 0.06
H -0.04230 -3.06578 0.21974 0.4 -0.3 0.0 0.05
H 0.89380 -2.53007 2.85940 0.3 0.6 0.6 0.09
H 1.88651 -3.74542 1.92787 -0.6 1.3 0.2 0.12
H 2.14952 -2.33704 0.00144 0.2 0.7 0.2 0.14
H 2.62238 -0.48739 2.51992 -0.2 -0.8 -0.7 0.10
H 3.75666 -0.72908 1.21664 -0.3 0.0 0.1 0.07
H 3.55628 -2.00292 2.38862 -1.1 0.4 -0.8 0.10
H 0.50694 -0.21695 1.28074 -0.9 0.1 1.6 0.06
H 0.05075 -1.73631 -1.08129 0.7 -0.1 0.0 0.06
H -0.93464 -0.64737 -0.27330 -0.6 0.9 -0.2 0.02
H 0.32412 -0.03697 -1.48373 -0.4 -0.3 0.6 0.04
O 0.87805 2.93324 0.72260 -0.5 -0.1 -3.2 -0.08
H 0.78877 2.02431 1.00210 -0.2 -0.4 0.5 0.00
H 0.77098 2.79527 -0.30868 0.6 0.7 2.4 0.06
O 1.03258 2.74298 -2.34880 1.7 -3.0 -0.2 -0.16
H 0.92677 1.69463 -2.42587 0.2 3.4 0.2 0.08
H 2.05719 2.77747 -2.22520 -2.7 -0.1 0.0 0.08
O 2.72627 1.42708 -0.93965 -0.9 1.6 0.7 -0.05
H 2.29098 1.07423 -0.14839 -0.1 -0.3 0.0 0.01
H 3.31455 0.77173 -1.19733 1.8 -1.9 -0.7 0.02
O -1.49328 0.52496 -2.45320 -0.6 3.7 1.3 -0.10
H -1.77254 1.48431 -2.16155 0.9 -2.8 -0.7 0.10
H -2.16913 0.32721 -3.08081 -0.6 -0.5 -1.1 0.01
O -2.16015 -1.83171 -3.60966 2.4 -1.0 0.0 -0.07
H -1.20124 -2.11359 -3.43232 -2.0 0.7 -0.7 0.09
H -2.46035 -1.70684 -2.71595 -0.5 0.1 0.7 0.01
O -2.63039 0.19241 1.00851 0.3 -0.2 -2.6 -0.01
H -3.33006 0.81425 0.84928 -0.4 0.4 0.0 0.04
H -2.57017 0.07360 1.91675 0.0 -0.2 2.6 0.01
O -1.90231 3.66737 1.27284 -0.7 0.1 0.0 -0.10
H -2.69163 3.48617 0.70060 1.7 0.4 0.3 0.05
H -1.07909 3.87203 0.77424 -0.9 -0.8 0.6 0.00
O -2.10561 3.96661 -1.42057 1.6 -1.0 -0.4 -0.07
H -1.29560 3.41492 -1.58601 -1.0 0.5 -0.5 0.03
H -1.70144 4.46882 -0.70877 -0.6 0.8 0.1 0.01

---

(3)
48
Properties=species:S:1:pos:R:3:forces:R:3:lowdin_charge:R:1 method="wB97M-V/def2-TZVPD" total_charge=-1 homo_lumo_gap_ev=8.063 relative_energy_kj_mol=290.91 homo_ev=-5.35
C 0.17159 0.86958 0.18570 -0.3 -3.0 2.1 -0.02
N 0.91092 0.14410 1.28398 0.2 0.7 2.1 -0.24
C 2.24004 0.70537 1.53994 -0.1 -0.2 -2.6 -0.09
C 0.52801 -1.77499 2.88027 0.2 1.9 0.9 -0.03
C 0.88029 -1.32339 1.46870 -0.6 -0.6 -2.2 -0.28
C -0.07584 -1.87865 0.35307 0.2 -1.1 0.9 -0.60
O -1.28207 -2.10003 0.60107 0.2 0.6 0.2 -0.04
O 0.49369 -2.16989 -0.73086 -0.1 0.4 -0.4 -0.07
H -0.87700 0.62323 0.42433 0.1 0.6 -0.3 0.09
H 0.40001 0.27280 -0.70313 0.2 1.3 -0.8 0.07
H 0.37282 1.93620 0.30964 -0.1 -1.0 -0.9 0.05
H 2.13887 1.78255 1.66318 0.2 0.1 0.4 0.06
H 2.80130 0.56421 0.56789 0.2 0.2 1.0 0.09
H 2.80144 0.22298 2.33420 -0.3 0.0 0.3 0.08
H 1.33053 -2.20510 3.47146 0.2 -0.8 -0.5 0.07
H 0.49614 -0.78577 3.36802 -0.7 -0.5 0.3 0.05
H -0.41684 -2.30623 3.02395 0.2 0.1 -0.3 0.08
H 1.82320 -1.79687 1.13816 0.1 0.5 0.3 0.13
H 2.74143 -3.28631 -1.20724 0.4 -0.1 -0.2 0.01
H 1.42908 -3.80079 -1.54586 0.0 0.0 -0.5 0.03
O 2.33282 -3.80794 -1.90904 -0.2 -0.2 0.6 -0.08
H 0.69156 4.04056 -0.98066 -0.7 0.2 0.8 0.02
H 0.93932 3.58474 0.56887 -0.5 0.7 -0.2 0.02
O 1.22872 3.55746 -0.33987 1.8 -0.2 -0.5 -0.08
H -2.06535 1.71379 -2.43401 -0.5 -0.5 -0.3 0.02
H -3.27568 2.66588 -1.97211 -0.1 -0.7 -0.2 0.05
O -2.33637 2.59124 -2.14122 0.4 1.1 0.3 -0.04
H -1.58590 4.05002 -1.40617 -0.1 -0.5 0.5 0.00
H -1.10852 4.80052 -0.05248 -0.4 -0.5 0.0 0.04
O -1.08155 4.77832 -1.00785 0.3 1.0 -0.7 -0.07
H 2.02986 -1.45429 -1.31165 -0.2 0.3 0.1 -0.02
H 3.19697 -1.34871 -2.28583 -0.1 0.0 0.0 0.04
O 2.73712 -0.84165 -1.60733 0.6 0.0 0.4 -0.09
H -1.00429 -0.22728 -3.97280 -0.1 0.2 0.1 0.02
H -2.08979 -0.77072 -3.05999 -0.5 0.0 0.4 0.00
O -1.89747 -0.02650 -3.64180 0.5 0.2 -0.3 -0.08
H -1.23814 0.56479 4.17434 0.2 -0.1 -0.2 0.00
H -0.02952 1.13834 3.35347 -0.4 -0.4 -0.1 0.01
O -0.58462 1.26237 4.14110 0.3 0.7 0.2 -0.06
H -3.74601 -1.53618 -0.97441 0.0 -0.4 1.1 0.03
H -2.13562 -1.19613 -0.79375 -0.9 -0.9 0.8 0.01
O -2.93853 -1.21606 -1.34034 0.7 1.2 -2.1 -0.06
H 0.41644 -1.37851 -2.82409 0.2 -0.2 0.4 0.01
H 1.48728 -0.31982 -3.06293 0.0 -0.1 0.2 0.02
O 0.95721 -0.98492 -3.51703 -0.7 0.2 -1.0 -0.07
H -2.44056 -1.45684 1.94488 0.7 0.0 -0.2 -0.01
H -2.41918 -0.65956 3.29460 0.4 0.1 -0.2 -0.01
O -2.94776 -1.21587 2.73159 -1.1 -0.2 0.3 -0.06

---

(4)
49
Properties=species:S:1:pos:R:3:forces:R:3:lowdin_charge:R:1 method="wB97M-V/def2-TZVPD" total_charge=-1 homo_lumo_gap_ev=9.172 relative_energy_kj_mol=44.33 homo_ev=-6.55
C -0.40719 0.38955 -0.47448 0.0 -0.5 -1.2 -0.22
C -0.65352 -0.85109 -1.37586 -0.2 0.4 0.9 -0.15
C -2.10041 -1.23501 -1.38766 -0.2 -0.1 -1.0 -0.19
C -2.62007 -2.16521 -2.17798 -0.1 -1.3 1.0 -0.01
N 0.09094 0.01489 0.81209 0.1 0.5 0.1 0.02
C 1.48380 -0.15279 1.11423 -1.9 0.0 0.4 -0.72
O 2.31021 0.16710 0.24891 0.6 0.1 -0.2 0.00
O 1.61766 -0.55296 2.30018 0.9 -0.3 0.0 -0.07
H 0.26997 1.06831 -0.97309 0.5 -0.1 0.2 0.07
H -1.32239 0.98960 -0.43485 -0.1 -0.2 0.6 0.09
H -0.12592 -1.65007 -0.85703 0.5 0.0 -0.4 0.09
H -0.25401 -0.68512 -2.37476 -0.1 -0.3 0.0 0.12
H -2.74675 -0.65561 -0.74825 -0.3 0.3 0.0 0.10
H -3.66438 -2.45149 -2.14489 -0.2 0.4 0.1 0.04
H -2.02187 -2.98629 -2.57480 0.3 0.6 -0.6 0.06
H -0.49822 -0.62031 1.32322 0.0 0.0 0.2 0.13
H 1.17867 -4.35951 -0.65516 -0.1 0.3 0.1 0.05
H -0.06604 -3.41378 -0.67632 0.2 0.0 0.1 -0.01
O 0.21687 -4.33142 -0.61009 0.0 -0.5 -0.2 -0.06
H 0.23788 1.67481 1.91609 -0.5 -0.3 -0.2 0.01
H -0.81013 2.80801 1.69687 0.2 -0.2 0.0 0.05
O 0.11179 2.63449 1.93262 0.0 0.9 0.3 -0.06
H -1.03972 -3.62261 1.99022 -0.1 0.4 0.1 0.02
H -1.51188 -4.40339 0.86163 -0.2 0.2 -0.4 0.02
O -1.72150 -3.56791 1.30163 0.4 -0.5 0.4 -0.07
H 0.71312 2.63221 -2.96826 -0.3 -0.1 0.0 0.01
H -0.20692 3.30841 -1.94183 0.4 0.1 0.1 0.03
O -0.16161 3.05038 -2.87008 -0.1 -0.1 -0.1 -0.06
H 2.45736 2.92512 -2.73586 0.4 -0.1 0.5 0.03
H 2.32443 1.52353 -2.11177 0.2 0.1 0.3 0.01
O 2.58999 1.98674 -2.91214 -0.2 0.0 -0.7 -0.05
H 1.98290 1.98938 -0.11041 0.1 -0.1 0.1 0.00
H 1.13466 3.14047 0.42443 0.2 -0.3 -0.3 0.02
O 1.64725 2.86784 -0.36581 -0.1 0.5 0.1 -0.09
H -2.54626 2.15273 -3.46396 -0.3 -0.2 0.1 0.06
H -1.69536 1.94261 -2.29592 0.1 -0.4 -0.2 -0.01
O -2.60304 1.74438 -2.58630 0.2 0.5 -0.2 -0.07
H 1.13040 0.43157 4.24787 0.0 0.3 -0.2 0.01
H 1.10588 1.95996 4.07892 -0.1 -0.1 -0.1 0.01
O 0.77640 1.24760 4.63548 0.1 -0.2 0.3 -0.08
H 1.95464 -3.30480 3.14243 0.0 0.5 -0.5 0.02
H 0.69944 -2.35119 2.92225 1.0 0.3 -0.1 0.00
O 1.01998 -3.17587 3.30828 -1.0 -0.8 0.5 -0.06
H 3.64460 -1.67237 0.82497 0.2 -0.2 0.0 0.01
H 3.16693 -1.69097 2.20370 0.1 -0.1 -0.1 0.00
O 3.72448 -2.23604 1.61132 -0.2 0.3 0.0 -0.10
H -3.34824 2.97278 0.28404 0.0 0.0 0.0 0.04
H -2.75962 3.04748 -1.11875 -0.2 0.1 0.3 0.00
O -2.70516 3.46586 -0.23508 0.0 -0.2 -0.3 -0.07

---

(5)
47
Properties=species:S:1:pos:R:3:forces:R:3:lowdin_charge:R:1 method="wB97M-V/def2-TZVPD" total_charge=+1 homo_lumo_gap_ev="7.584 / 3.600" s_squared=0.7526 relative_energy_kj_mol=0.00 multiplicity=2 homo_ev="-13.14 / -13.14"
O -2.94692 -0.50300 -0.01174 -0.1 -0.3 0.6 0.01
C -2.33489 -0.59513 1.03041 -0.9 0.1 -0.5 -0.22
C -0.92189 -1.07125 1.07611 0.7 -0.8 -0.8 -0.13
C -0.30118 -1.00001 2.46900 1.0 0.9 -0.7 -0.12
C 1.17780 -1.08767 2.39121 -2.0 -0.5 -0.5 0.07
C 2.01279 -0.56828 3.35916 1.8 0.2 0.8 0.26
H -2.87325 -0.32729 1.95244 0.3 -0.2 0.2 0.15
H -0.80023 -2.09378 0.66081 -0.6 0.3 0.4 0.15
H -0.34928 -0.52030 0.30716 -0.2 0.2 0.6 0.12
H -0.59469 -0.06804 2.96944 0.0 -0.2 0.3 0.13
H -0.64099 -1.84164 3.08218 -0.1 -0.2 0.3 0.18
H 1.52775 -1.61103 1.51347 0.6 -0.2 -0.3 0.11
H 3.10593 -0.66751 3.32632 -0.5 -0.1 -0.3 0.12
H 1.65740 -0.06604 4.24175 -0.4 0.1 0.2 0.11
H 0.71187 -2.73620 -1.22726 -0.1 -0.1 -0.1 0.03
H 2.15544 -2.90743 -0.65932 0.1 0.0 0.0 0.08
O 1.35845 -2.38688 -0.50942 0.0 -0.1 0.1 -0.11
H 0.59605 -0.36496 -3.17865 -0.1 0.0 -0.3 0.01
H -0.92207 -0.28948 -3.34301 -0.2 0.1 0.0 0.01
O -0.13771 -0.75660 -3.67482 0.2 -0.2 -0.2 -0.06
H -1.15261 -3.12909 -2.07493 -0.1 0.0 -0.2 0.01
H -0.17925 -2.35300 -3.01848 -0.2 -0.1 0.0 0.03
O -0.23711 -3.13484 -2.41300 0.5 0.1 0.4 -0.07
H -1.46628 1.31879 -1.95325 -0.4 -0.1 -0.2 0.02
H -2.39193 0.14532 -1.52762 0.1 0.2 -0.2 0.00
O -2.05215 0.62462 -2.29661 0.1 0.2 -0.1 -0.04
H -1.11813 1.78202 0.17781 -0.4 0.1 0.5 0.05
H -2.39168 2.29491 0.95917 0.0 0.0 0.0 0.11
O -1.62199 1.71831 1.04996 0.6 0.4 -0.3 -0.06
H 0.57787 2.57117 -0.56880 0.0 0.4 -0.2 0.05
H 0.49823 1.30380 -1.45477 -0.8 1.0 0.5 0.05
O -0.06168 2.10140 -1.13013 1.1 -1.1 0.2 -0.09
H 3.47951 2.55825 0.51661 0.5 -0.2 -0.1 -0.02
H 4.53562 1.55701 1.03984 0.2 0.1 -0.1 0.02
O 4.20996 1.96237 0.23028 -0.5 -0.2 0.1 -0.08
H -0.40682 2.29595 2.16064 0.4 0.4 0.5 0.04
H 0.64000 1.82863 3.20709 0.0 0.1 0.3 0.02
O 0.33576 2.61868 2.75786 -0.8 -0.6 -0.5 -0.04
H -2.83829 -1.88793 -1.06093 -0.2 -0.3 -0.4 0.00
H -3.40971 -2.63398 -2.29798 0.0 0.0 0.0 0.08
O -2.79503 -2.72060 -1.56188 0.0 -0.1 0.2 -0.04
H 1.47124 3.18173 1.73638 0.6 0.2 -0.6 0.01
H 2.09297 4.41709 1.03179 0.2 -0.1 -0.2 0.08
O 2.10415 3.45213 1.00505 -1.0 0.1 0.5 -0.08
H 2.37025 0.48039 -1.46194 -0.2 -0.5 -0.1 0.10
H 1.44152 -0.79438 -1.21581 0.4 -0.2 0.0 0.02
O 1.52905 0.04853 -1.70692 0.5 0.8 0.3 -0.06

---

(6)
48
Properties=species:S:1:pos:R:3:forces:R:3:lowdin_charge:R:1 method="wB97M-V/def2-TZVPD" total_charge=-1 homo_lumo_gap_ev=6.511 relative_energy_kj_mol=0.00 homo_ev=-3.91
C 0.04594 1.05546 -2.61044 1.1 -0.5 1.7 -0.18
N 0.66589 0.61435 -1.30973 -1.1 -1.0 -3.1 -0.07
C 1.98595 0.03036 -1.56226 1.0 0.8 1.9 -0.46
C 2.35148 -0.50593 -0.17151 -0.6 -0.3 1.0 -0.68
S 2.46766 -2.32396 0.00700 0.8 -0.2 0.0 0.31
C 3.02651 1.04927 -2.03326 0.5 1.3 -0.6 -0.09
C -0.61699 -0.10354 -3.38255 -1.5 0.3 0.8 -0.24
N -1.96455 0.34601 -3.83487 0.5 -0.1 -0.6 -0.03
H 0.84488 1.44909 -3.22972 0.1 0.5 -0.3 0.09
H -0.61989 1.88101 -2.32776 -0.2 -0.3 -0.5 0.11
H 0.62045 1.31926 -0.59064 0.6 0.1 -0.1 0.07
H 2.02892 -0.76371 -2.30810 -0.9 -0.3 0.2 0.12
H 1.51404 -0.29843 0.50083 -0.3 0.4 -0.8 0.00
H 3.08945 0.13105 0.33662 0.8 -0.5 -0.5 0.07
H 4.07504 0.82234 -1.78842 -0.4 -0.2 0.4 0.08
H 3.08159 1.18520 -3.11616 -0.3 -0.3 -0.2 0.05
H 2.78253 2.07461 -1.68681 0.2 -0.5 0.3 0.09
H -0.03343 -0.40415 -4.25013 0.1 0.0 0.0 0.09
H -0.77998 -0.98881 -2.73873 0.5 0.4 -0.3 0.10
H -2.70959 0.04396 -3.22308 0.2 0.0 0.2 0.05
H -1.92611 1.35461 -3.80126 -0.5 0.1 -0.2 0.04
H -3.56871 1.83814 2.04260 0.1 0.0 -0.1 0.02
H -2.94294 2.80969 1.07316 0.1 -0.1 0.1 0.01
O -3.71142 2.69940 1.64124 -0.3 0.2 0.0 -0.07
H 1.79344 -1.00582 1.95096 0.2 -1.7 -1.4 -0.08
H 0.49118 -0.91916 2.91647 -0.5 -0.6 -0.4 0.00
O 1.37578 -0.64948 2.70685 0.4 2.0 2.6 -0.06
H -1.50145 0.10855 1.48209 0.5 0.4 0.4 0.03
H -2.20136 0.34978 0.27222 0.0 0.4 -0.3 0.04
O -1.57351 0.82780 0.83707 -0.5 -0.6 0.0 -0.06
H 1.81640 1.26468 2.98677 -0.5 0.0 -0.4 0.02
H 2.57273 2.35433 2.26762 0.2 0.2 -0.2 0.04
O 1.71705 2.18382 2.66296 0.2 -0.2 0.3 -0.07
H 0.54879 3.05327 1.29687 -0.1 0.1 -0.1 0.00
H -0.53844 2.58729 0.38179 -0.3 -0.1 0.1 -0.03
O 0.00877 3.36361 0.54399 0.3 -0.2 0.2 -0.08
H -1.03620 -2.48100 3.18631 -0.7 -0.7 0.6 0.00
H -2.19560 -1.77677 4.16343 -0.3 -0.9 0.4 0.04
O -1.48759 -1.69248 3.54488 0.9 1.6 -1.1 -0.06
H -2.64790 -1.90657 1.69633 -0.3 0.3 0.3 0.00
H -2.39138 -1.98812 0.26163 -0.1 0.2 -0.4 0.01
O -3.04957 -1.60190 0.86857 0.4 -0.5 0.0 -0.08
H 0.29678 -4.21383 2.35313 -0.1 0.0 0.4 0.07
H -0.50850 -3.49459 1.37416 -0.4 0.3 0.0 0.03
O -0.60475 -3.86791 2.27024 0.7 -0.1 -0.7 -0.06
H 0.27135 -2.59980 -0.57816 0.1 0.8 0.1 -0.06
H -0.30084 -1.13847 -0.58615 0.4 0.1 -0.1 0.00
O -0.56186 -2.07251 -0.49605 -0.7 -0.7 0.1 -0.16